C17H34F3O11 | ωB97M-V/def2-TZVPD

XYZ file:
```
65
Properties=species:S:1:pos:R:3:mulliken_charge:R:1
H 3.5933 -1.3998 -2.4360 0.23
H 3.4807 -3.6655 -3.5093 0.34
O 0.6199 0.8064 -1.8441 -0.76
H -1.9031 0.9606 2.6451 0.23
H -3.5730 -4.1786 -0.6533 0.36
H -1.7069 -1.2789 2.1928 0.36
H -5.4914 -3.0827 -1.6429 0.30
C 6.0558 -0.8174 -3.4785 0.36
H -2.0892 3.3977 5.7931 0.32
H 0.5300 0.9212 4.0277 0.17
H 2.1425 -1.2488 -0.4443 0.24
O 2.1816 -0.3010 -0.6395 -0.49
C -2.4637 -1.1397 1.4012 -0.55
C -1.7932 3.3216 4.7451 -0.10
H -2.4838 -3.5341 -1.9073 0.26
O 0.0864 3.2060 2.4740 -0.05
H 4.5779 -4.2480 -2.2302 0.34
C -3.3983 -3.3284 -1.3349 -0.54
H 1.8373 3.5934 1.3651 0.36
O -3.2902 -2.1440 -0.6079 -0.18
H 4.9179 -1.9707 -1.4080 0.31
H -4.6966 -4.2281 -2.7635 0.40
H -1.2808 -1.9737 -0.1391 -0.02
O -4.4234 -2.2311 -3.1941 -0.22
H -6.3913 -1.9351 -3.7457 0.30
O 2.3318 1.3622 3.1082 -0.47
C -2.2478 -2.1857 0.3403 -0.11
O 6.1327 0.0052 -2.6174 -0.52
F 8.2064 -0.5635 -4.4277 -0.26
C 6.9131 -0.6959 -4.7584 0.85
O 5.3187 -1.9044 -3.4927 -0.24
H 0.1596 5.2378 2.7218 0.34
H 2.9789 -3.5988 -1.8391 0.33
H -3.4604 -1.2091 1.8718 0.33
C -2.3816 1.1966 1.6820 -0.62
O -2.1322 4.5427 4.1261 -0.41
H 1.9833 0.8675 5.0579 0.32
C 1.4963 1.3976 4.2382 -0.50
C 1.0745 2.8220 1.5288 -0.58
H -3.4318 1.4800 1.8677 0.35
H 0.9331 0.6556 1.7094 0.16
C -4.5935 -3.2509 -2.2599 -0.55
O -2.3053 0.1205 0.8051 -0.34
H 2.3972 1.2617 1.0994 0.26
C 1.6494 1.4726 1.8668 -0.34
H 0.5844 2.6865 0.5466 0.46
H -5.5120 -3.1875 -4.6807 0.30
F 6.5493 0.4041 -5.4353 -0.25
C 4.4311 -2.0965 -2.3710 -0.02
C 3.8406 -3.4860 -2.4968 -1.23
H -0.7239 3.1082 4.7283 -0.10
H -1.8493 2.0521 1.2799 0.11
C -0.4846 4.4838 2.2478 -0.59
H -5.1433 -1.4926 -4.9330 0.24
H -2.2033 -3.1671 0.8384 0.39
C 0.9372 -0.2665 -1.3279 0.85
F 6.8017 -1.7415 -5.5843 -0.25
H -2.5710 3.9739 2.1437 0.23
H -2.3261 2.4834 4.2851 0.10
C -1.9101 4.6061 2.7528 -0.47
O 0.3446 -1.3770 -1.2820 -0.86
C -5.4146 -2.2170 -4.1656 -0.78
H -2.1858 5.6231 2.4399 0.37
H -0.5150 4.6712 1.1643 0.41
H 1.2894 2.4243 4.5558 0.15
```

## Properties
highest occupied orbital energy = -5.04 eV
net charge = -1
energy above the lowest of the compared OMol25 structures with the same formula, charge and spin = 0.000 eV
molar mass = 471.44 g mol⁻¹
HOMO-LUMO gap = 7.8803 eV
multiplicity = 1

C7H10O2 | ωB97M-V/def2-TZVPD

XYZ file:
```
19
Properties=species:S:1:pos:R:3:mulliken_charge:R:1
O 1.9410 -0.2479 -0.8255 -0.58
H 0.8881 -1.5497 1.6008 0.26
H -2.3787 0.2278 -0.1992 0.28
C 0.1790 -1.9139 0.8522 -1.29
C -0.1881 1.7426 1.4356 -0.76
H -0.9929 1.0683 -1.8640 0.33
C 0.0567 1.0282 -1.6245 -0.52
H -2.4889 -1.4953 0.4368 0.30
H 1.7725 1.0058 -2.4860 0.39
C 0.5867 0.1412 -0.5973 1.39
O 0.8973 1.3974 -2.6567 -0.53
C -0.5271 -0.7603 0.1952 0.76
C 0.2665 1.1387 0.3623 -0.61
C -1.8637 -0.6743 0.1050 -1.15
H -0.5419 -2.5770 1.3346 0.44
H 2.4318 -0.0585 -0.0098 0.42
H 0.7374 -2.5026 0.1211 0.28
H 0.1827 2.7158 1.7441 0.28
H -0.9583 1.3135 2.0753 0.31
```

## Properties
highest occupied orbital energy (spin up / spin down) = -6.64 / -6.85 eV
energy above the lowest of the compared OMol25 structures with the same formula, charge and spin = 6.904 eV
molar mass = 126.15 g mol⁻¹
HOMO-LUMO gap (spin up / spin down) = 6.5743 / 7.2997 eV
multiplicity = 1

C37H27ClMoN2O7PS | ωB97M-V/def2-TZVPD

XYZ file:
```
77
Properties=species:S:1:pos:R:3:mulliken_spin:R:1
H 7.1450 -1.7296 3.2154 0.00
C 3.1420 -4.3418 -3.4409 0.00
H 3.9737 -3.2158 0.7615 0.00
H -6.2726 -1.4829 2.1717 0.00
C -0.7294 2.0927 1.2475 0.03
P -2.3057 0.4825 0.0050 -0.06
S 3.3313 -0.7516 -0.7139 0.01
C -0.0017 -0.9278 -2.4993 -0.01
C 3.9758 -2.1562 -2.8909 -0.01
C -4.8258 0.6418 -3.1147 0.00
H 1.7470 -5.2101 -2.0582 0.00
O 2.7626 5.9584 4.0995 0.00
C 0.8784 3.5489 2.3660 0.01
O 1.9356 -0.7242 0.0567 0.05
C 6.3930 -1.5558 2.4573 0.00
H 4.5604 -3.2554 -4.6332 0.00
C -4.5643 -0.6298 1.2048 0.00
H 0.9850 -0.9225 -4.4294 0.00
C -1.5644 -2.7282 -2.0313 -0.01
C -4.4293 2.9220 -2.4272 0.00
C -3.9911 0.1866 -2.1108 -0.01
H -2.4745 -3.1229 3.3275 0.00
H -5.7010 2.3586 -4.0558 0.00
C -1.4904 4.0898 2.4893 0.00
C 5.3312 -0.0781 0.8954 0.00
C -0.4527 3.2638 2.0476 0.00
C 6.2859 -0.3014 1.8754 0.00
O 0.1723 1.3274 0.8363 -0.02
H -3.8384 -0.8793 -1.9847 0.00
C 0.3048 -1.4331 -3.7624 0.04
C -3.5901 2.4817 -1.4155 -0.01
C -0.3223 -2.6110 -4.1198 -0.01
H 1.8047 -3.2816 -0.5079 0.00
C 0.1428 5.5087 3.5789 0.00
H 1.6954 2.9236 2.0373 0.00
C 3.2023 -2.1876 -1.7355 0.00
H -2.5300 3.8961 2.2657 0.00
H -2.2656 -3.2284 -1.3758 0.00
O -3.3820 5.7419 3.3922 0.00
Cl -0.6714 -1.5966 1.7983 0.00
Mo 0.0091 -0.4411 -0.3017 2.15
H -5.1472 0.0630 0.6106 0.00
H -4.6086 3.9812 -2.5497 0.00
C 4.5008 -1.1325 0.5229 0.00
C -3.0584 -2.4310 2.7361 0.00
C -3.3758 1.1111 -1.2586 -0.01
C -2.4685 -1.5555 1.8596 -0.01
C 4.6052 -2.4027 1.0928 0.00
H -1.6988 -4.1754 -3.5954 0.00
C 3.9496 -3.2533 -3.7407 0.00
H 3.1267 -5.1964 -4.1043 0.00
N -2.2624 6.0756 3.7088 0.00
H -5.3155 -0.0649 -3.7705 0.00
C 2.3897 -3.2703 -1.4202 0.01
C -3.1728 -0.6399 1.0824 0.02
H -3.1268 3.2015 -0.7552 0.00
H -4.9441 -3.0740 3.5172 0.00
H 6.9482 0.4987 2.1747 0.00
N 2.5565 4.9634 3.4579 0.00
C -1.2444 -3.2486 -3.2692 0.01
H -0.1063 -3.0578 -5.0817 0.00
H 0.4495 0.0752 -2.2392 -0.04
C 1.1410 4.6638 3.1230 0.00
C 2.3605 -4.3492 -2.2890 0.00
O -1.9472 7.0125 4.3929 0.00
O -1.9948 1.8395 0.9461 -0.02
C -1.1621 5.1921 3.2429 0.00
C 5.5573 -2.6042 2.0702 0.00
C -4.4498 -2.3933 2.8367 0.00
H 5.2394 0.8928 0.4243 0.00
H 5.6702 -3.5782 2.5256 0.00
H 4.5983 -1.2994 -3.1212 0.00
H 0.3719 6.3837 4.1745 0.00
C -0.9026 -1.5620 -1.6455 -0.13
C -5.1955 -1.5020 2.0798 0.00
O 3.3844 4.1970 3.0129 0.00
C -5.0434 2.0075 -3.2719 0.00
```

## Properties
highest occupied orbital energy (spin up / spin down) = -16.78 / -16.78 eV
⟨S²⟩ = 2.018
net charge = +3
energy above the lowest of the compared OMol25 structures with the same formula, charge and spin = 0.000 eV
molar mass = 806.06 g mol⁻¹
HOMO-LUMO gap (spin up / spin down) = 6.3960 / 6.2301 eV
multiplicity = 3

C2H14N2O3 | ωB97M-V/def2-TZVPD

XYZ file:
```
21
Properties=species:S:1:pos:R:3:mulliken_charge:R:1
O -2.4001 -0.5003 1.7073 -0.67
H 0.4017 -1.0981 -0.7023 0.14
C -0.2474 0.9401 -1.0386 -0.65
H 2.1062 0.1829 -1.9009 0.28
H 0.2992 1.0407 -0.1723 0.27
H 0.1349 1.8789 -1.7102 0.26
H -2.2848 -0.0730 0.7810 0.42
H -1.7371 1.9610 -0.1605 0.25
H -0.6251 -0.9863 -2.0859 0.42
H -0.0326 -0.9776 2.8639 0.32
H -3.3771 -0.4366 1.8191 0.31
H 1.1791 -1.0753 3.7131 0.29
H -2.2527 1.0560 -1.4678 0.22
O 0.8511 -0.5340 3.0414 -0.66
N 1.3670 -0.2136 -2.4906 -0.78
C 0.1852 -0.4159 -1.6088 -0.13
O 2.1533 0.0644 0.6073 -0.64
H 2.6898 -0.7679 0.6336 0.28
H 1.5176 0.0997 1.4486 0.37
N -1.7041 1.0423 -0.6308 -0.58
H 1.7759 -1.1874 -2.6466 0.26
```

## Properties
highest occupied orbital energy = -9.30 eV
energy above the lowest of the compared OMol25 structures with the same formula, charge and spin = 1.434 eV
molar mass = 114.14 g mol⁻¹
HOMO-LUMO gap = 9.9830 eV
multiplicity = 1